A molecular structure, C12H19Cl3O2Pb. Source: the OMol25 dataset; level of theory: wB97M-V/def2-TZVPD.

The calculation puts the HOMO-LUMO gap (spin up / spin down) at 4.69 / 3.13 eV. For the energy above the lowest of the compared OMol25 structures with the same formula, charge and spin, the calculation gives 0.000 eV. For the HOMO energy (spin up / spin down), the calculation gives 0.00985 / 0.06615 hartree. The total energy is -2192.55036 Ha. The molar mass comes out at 508.84 g mol⁻¹.

The geometry in ORCA input format:
```
! RIJCOSX wB97M-V def2-TZVPD def2/J DEFGRID3
* xyz -2 1
C -0.391 0.913 -2.545
C 0.669 1.716 -2.093
C 0.181 2.574 -1.047
C 2.047 1.731 -2.625
C -1.183 2.316 -0.857
C -1.603 1.296 -1.816
C -2.865 0.797 -1.984
C -0.328 -0.121 -3.584
C 0.996 3.569 -0.322
C -2.052 2.923 0.147
Pb 2.743 -1.355 0.337
Cl 3.815 0.736 0.632
Cl 2.783 -1.687 -2.191
Cl 0.330 -0.367 0.670
H 2.320 0.749 -3.027
H 2.755 1.967 -1.827
H 2.151 2.484 -3.426
H 1.936 3.124 0.030
H 0.447 3.958 0.544
H 1.242 4.419 -0.972
H -1.681 2.732 1.166
H -3.057 2.506 0.060
H -2.116 4.011 0.009
H -3.701 1.326 -1.513
H -2.812 -1.608 -0.414
H -3.025 -0.076 -2.607
H 0.597 -0.706 -3.471
H -0.340 0.327 -4.589
H -1.191 -0.785 -3.491
O -2.509 -2.118 0.356
H -1.727 -1.611 0.659
C -0.383 -1.445 3.752
C 0.759 -2.228 3.487
O 1.678 -2.936 3.390
H -0.435 -0.685 2.925
H -0.269 -0.927 4.719
H -1.278 -2.093 3.665
*
```



2 unconnected molecules or ions with the total composition C5H13NO2. Source: the OMol25 dataset; level of theory: wB97M-V/def2-TZVPD.

The calculation puts the HOMO-LUMO gap at 10.33 eV. For the energy above the lowest of the compared OMol25 structures with the same formula, charge and spin, the calculation gives 1.004 eV. For the HOMO energy, the calculation gives -0.35134 hartree. The total energy is -403.53973 Ha. As for the structure (SMILES): CCC(=O)N(C)C.O. The molar mass comes out at 119.16 g mol⁻¹.

The geometry in ORCA input format:
```
! RIJCOSX wB97M-V def2-TZVPD def2/J DEFGRID3
* xyz 0 1
C 1.850 1.370 -0.089
C 0.695 1.081 0.866
C -0.024 -0.187 0.404
O 0.601 -1.226 0.287
N -1.272 -0.038 -0.159
C -1.825 -1.207 -0.856
C -2.281 0.736 0.531
H 2.468 0.498 -0.287
H 2.468 2.094 0.421
H 1.607 1.770 -1.071
H 1.071 0.950 1.884
H 0.011 1.929 0.913
H -2.348 -0.844 -1.737
H -2.626 -1.598 -0.253
H -1.044 -1.908 -1.102
H -3.194 0.935 -0.024
H -1.901 1.748 0.722
H -2.550 0.341 1.506
O 2.889 -2.394 -0.953
H 3.305 -1.590 -0.609
H 2.099 -2.458 -0.391
*
```



A molecular structure, C40H44F9N5O5PS2Y. Source: the OMol25 dataset; level of theory: wB97M-V/def2-TZVPD.

The calculation puts the HOMO-LUMO gap at 8.27 eV. For the energy above the lowest of the compared OMol25 structures with the same formula, charge and spin, the calculation gives 0.511 eV. For the HOMO energy, the calculation gives -0.46920 hartree. The total energy is -4275.34335 Ha. The molar mass comes out at 1029.82 g mol⁻¹.

The geometry in ORCA input format:
```
! RIJCOSX wB97M-V def2-TZVPD def2/J DEFGRID3
* xyz 2 1
Y 0.034 1.073 0.963
C -3.669 1.841 1.129
O -2.413 1.740 1.816
C -2.493 2.221 3.160
C -1.237 2.988 3.461
O -0.072 2.204 3.173
C 0.539 1.500 4.271
C -0.031 0.111 4.377
O 0.164 -0.592 3.145
C 1.309 -1.466 3.192
H -4.001 2.880 1.110
H -4.420 1.222 1.621
H -3.520 1.498 0.113
H -2.638 1.378 3.835
H -3.344 2.893 3.268
H -1.232 3.312 4.500
H -1.180 3.861 2.816
H 0.394 2.055 5.196
H 1.599 1.456 4.042
H -1.101 0.134 4.571
H 0.449 -0.425 5.197
H 2.225 -0.893 3.338
H 1.359 -1.997 2.245
H 1.185 -2.187 4.000
S 0.810 3.578 0.191
C -0.282 3.186 -1.073
N -1.051 2.119 -0.971
C -1.934 2.022 -2.061
C -2.944 1.080 -2.235
C -3.716 1.117 -3.381
C -3.499 2.086 -4.363
C -2.519 3.049 -4.193
C -1.752 3.006 -3.034
S -0.495 4.100 -2.523
H -3.111 0.321 -1.484
H -4.499 0.379 -3.521
H -4.112 2.098 -5.256
H -2.360 3.818 -4.939
N 2.078 0.229 -0.770
C 3.188 1.145 -0.402
C 4.561 0.473 -0.575
C 5.816 1.218 -0.097
C 6.132 2.551 -0.766
N 5.234 3.597 -0.269
C 5.210 4.832 -0.724
N 4.309 5.701 -0.257
N 6.082 5.223 -1.660
C 2.941 1.606 1.029
O 3.581 2.539 1.500
O 2.027 0.934 1.660
H 2.268 -0.653 -0.307
H 2.125 0.033 -1.763
H 3.108 2.031 -1.027
H 4.671 0.225 -1.635
H 4.532 -0.479 -0.034
H 6.669 0.564 -0.272
H 5.764 1.378 0.981
H 6.039 2.468 -1.854
H 7.167 2.814 -0.532
H 4.609 3.328 0.500
H 3.553 5.382 0.327
H 4.289 6.653 -0.575
H 6.876 4.651 -1.887
H 6.116 6.183 -1.955
F -2.360 -2.215 -6.527
C -1.071 -2.332 -6.154
F -0.652 -3.554 -6.510
F -0.357 -1.423 -6.838
C -0.949 -2.134 -4.665
C -0.401 -0.971 -4.156
C -0.373 -0.778 -2.781
C -0.884 -1.741 -1.919
C -1.389 -2.932 -2.447
C -1.433 -3.123 -3.817
P -0.858 -1.479 -0.110
C -0.064 -3.042 0.428
C 1.174 -3.361 -0.136
C 1.870 -4.488 0.277
C 1.322 -5.303 1.257
C 0.085 -5.011 1.805
C -0.609 -3.881 1.392
C 2.085 -6.499 1.772
F 2.610 -6.223 2.984
F 3.092 -6.834 0.952
F 1.283 -7.564 1.911
C -2.587 -1.643 0.472
C -2.795 -1.492 1.847
C -4.073 -1.561 2.382
C -5.156 -1.742 1.537
C -4.968 -1.892 0.172
C -3.687 -1.852 -0.359
C -6.562 -1.720 2.080
F -7.154 -0.545 1.768
F -7.300 -2.701 1.550
F -6.577 -1.850 3.415
H -0.020 -0.214 -4.830
H 0.021 0.143 -2.381
H -1.739 -3.720 -1.785
H -1.833 -4.042 -4.231
H 1.575 -2.755 -0.943
H 2.821 -4.743 -0.173
H -0.345 -5.674 2.548
H -1.575 -3.662 1.830
H -1.944 -1.348 2.506
H -4.230 -1.467 3.449
H -5.821 -2.045 -0.478
H -3.557 -1.973 -1.427
*
```



2 unconnected molecules or ions with the total composition CH2BrP. Source: the OMol25 dataset; level of theory: wB97M-V/def2-TZVPD.

The calculation puts the HOMO-LUMO gap at 10.52 eV. For the energy above the lowest of the compared OMol25 structures with the same formula, charge and spin, the calculation gives 1.392 eV. For the HOMO energy, the calculation gives -0.37330 hartree. The total energy is -2954.58775 Ha. As for the structure (SMILES): C#P.Br. The molar mass comes out at 124.90 g mol⁻¹.

The geometry in ORCA input format:
```
! RIJCOSX wB97M-V def2-TZVPD def2/J DEFGRID3
* xyz 0 1
C -1.760 -0.172 0.335
P -0.550 0.778 0.093
H -2.483 -0.686 0.847
Br 3.605 0.001 0.060
H 4.878 0.693 0.115
*
```



A molecular structure, C29H56AsAuN4O5Si2Te. Source: the OMol25 dataset; level of theory: wB97M-V/def2-TZVPD.

The calculation puts the HOMO-LUMO gap (spin up / spin down) at 8.77 / 5.94 eV. Its expectation value of S² is 2.01. For the energy above the lowest of the compared OMol25 structures with the same formula, charge and spin, the calculation gives 0.000 eV. For the HOMO energy (spin up / spin down), the calculation gives -0.50741 / -0.50741 hartree. The total energy is -4951.90407 Ha. The molar mass comes out at 996.45 g mol⁻¹.

The geometry in ORCA input format:
```
! RIJCOSX wB97M-V def2-TZVPD def2/J DEFGRID3
* xyz 2 3
Au -0.520 0.612 -0.019
C -2.521 -3.273 2.273
C -3.587 -3.248 1.182
C -3.056 -2.996 -0.262
C -4.225 -3.091 -1.255
C -3.855 -2.740 -2.688
C -2.049 -4.090 -0.572
O -2.362 -5.225 -0.800
N -0.698 -3.737 -0.534
C -0.197 -2.482 -0.364
O 1.015 -2.287 -0.289
N -1.100 -1.454 -0.287
C -2.462 -1.600 -0.277
O -3.169 -0.601 -0.216
H -2.988 -3.377 3.252
H -1.924 -2.352 2.294
H -1.827 -4.108 2.162
H -4.326 -2.471 1.380
H -4.118 -4.201 1.145
H -5.023 -2.441 -0.895
H -4.588 -4.117 -1.205
H -3.600 -1.681 -2.778
H -4.690 -2.932 -3.361
H -3.012 -3.341 -3.044
H -0.028 -4.488 -0.622
C 1.620 -1.651 7.441
C 2.099 -1.498 6.006
N 1.707 -2.613 5.142
C 2.315 -3.927 5.406
C 1.352 -4.901 6.067
C 0.908 -2.519 4.067
O 0.699 -3.434 3.277
C 0.189 -1.222 3.767
C -0.683 -0.575 4.632
C -1.464 0.470 4.156
C -1.357 0.839 2.831
N -0.508 0.210 2.000
C 0.242 -0.800 2.455
H 1.881 -0.763 8.018
H 2.085 -2.508 7.928
H 0.538 -1.786 7.488
H 3.189 -1.426 5.982
H 1.723 -0.573 5.576
H 3.192 -3.749 6.029
H 2.656 -4.331 4.454
H 0.997 -4.526 7.027
H 1.851 -5.855 6.240
H 0.494 -5.082 5.420
H -0.768 -0.896 5.664
H -2.168 0.984 4.794
H -1.965 1.628 2.408
H 0.861 -1.322 1.734
C -3.349 1.870 -2.353
As -1.611 1.635 -3.098
C -1.087 3.217 -4.025
C -1.529 0.143 -4.289
O -0.414 1.398 -1.902
H -4.063 1.948 -3.173
H -3.355 2.793 -1.777
H -3.592 1.024 -1.715
H -1.757 3.382 -4.868
H -0.069 3.093 -4.387
H -1.140 4.062 -3.344
H -2.421 0.107 -4.912
H -1.456 -0.769 -3.701
H -0.645 0.252 -4.915
C 4.425 -2.876 -1.014
Si 4.525 -1.857 0.549
C 3.755 -2.717 2.010
C 6.276 -1.348 0.931
C 3.610 -0.177 0.275
Te 2.312 0.012 -1.368
C 2.859 1.975 -1.870
Si 4.080 2.034 -3.348
C 5.595 1.077 -2.833
C 3.228 1.227 -4.805
C 4.436 3.828 -3.684
H 4.773 -3.893 -0.810
H 5.060 -2.472 -1.806
H 3.405 -2.968 -1.395
H 4.313 -3.633 2.229
H 2.713 -2.994 1.851
H 3.812 -2.089 2.906
H 6.877 -2.220 1.206
H 6.313 -0.650 1.772
H 6.762 -0.871 0.075
H 4.338 0.621 0.114
H 3.036 0.083 1.170
H 3.306 2.430 -0.983
H 1.937 2.505 -2.118
H 5.364 0.030 -2.609
H 6.066 1.517 -1.950
H 6.341 1.071 -3.633
H 2.834 0.231 -4.585
H 3.935 1.110 -5.630
H 2.407 1.847 -5.177
H 4.940 4.307 -2.841
H 3.519 4.387 -3.890
H 5.087 3.929 -4.557
*
```



A gas-phase ion, C4H11N2O2 (charge -1). Source: the OMol25 dataset; level of theory: wB97M-V/def2-TZVPD.

The calculation puts the HOMO-LUMO gap at 6.32 eV. For the energy above the lowest of the compared OMol25 structures with the same formula, charge and spin, the calculation gives 3.584 eV. For the HOMO energy, the calculation gives -0.09900 hartree. The total energy is -418.95934 Ha. As for the structure (SMILES): [O-]CNCCNCO. The molar mass comes out at 119.14 g mol⁻¹.

The geometry in ORCA input format:
```
! RIJCOSX wB97M-V def2-TZVPD def2/J DEFGRID3
* xyz -1 1
O -1.305 1.640 2.771
C -0.683 0.501 2.460
N -1.263 -0.149 1.166
C -1.161 0.823 0.082
C 0.164 0.586 -0.680
N 0.252 -0.814 -1.079
C 1.636 -1.275 -1.457
O 1.613 -1.401 -2.852
H 0.405 0.642 2.159
H -0.716 -0.231 3.299
H -2.255 -0.175 1.436
H -1.935 0.729 -0.623
H -1.071 1.933 0.471
H 0.966 0.908 -0.030
H 0.193 1.245 -1.546
H 0.044 -1.343 -0.214
H 2.379 -0.576 -1.032
H 1.856 -2.280 -1.143
H 0.880 -0.764 -3.189
*
```



A molecular structure, C20H16FN5O5Tc. Source: the OMol25 dataset; level of theory: wB97M-V/def2-TZVPD.

The calculation puts the HOMO-LUMO gap (spin up / spin down) at 7.22 / 4.47 eV. Its expectation value of S² is 3.79. For the energy above the lowest of the compared OMol25 structures with the same formula, charge and spin, the calculation gives 0.253 eV. For the HOMO energy (spin up / spin down), the calculation gives -0.54935 / -0.52955 hartree. The total energy is -1601.82425 Ha. The molar mass comes out at 523.38 g mol⁻¹.

The geometry in ORCA input format:
```
! RIJCOSX wB97M-V def2-TZVPD def2/J DEFGRID3
* xyz 2 4
Tc -0.179 -1.143 0.959
C -0.319 2.925 2.420
C -0.333 1.459 2.245
N 0.168 0.827 1.205
N 1.033 1.440 0.383
C 1.894 0.455 -0.067
O 1.728 -0.750 0.314
C 2.968 0.868 -0.910
C 3.065 2.218 -1.341
C 4.098 2.590 -2.166
C 5.041 1.637 -2.557
C 4.959 0.301 -2.134
C 3.932 -0.087 -1.317
C -0.766 0.519 3.282
C -1.323 0.904 4.483
C -1.561 -0.070 5.452
C -1.226 -1.381 5.183
C -0.686 -1.704 3.940
N -0.457 -0.782 3.014
H 0.067 3.426 1.539
H 0.285 3.195 3.289
H -1.339 3.266 2.614
H 2.324 2.934 -1.018
H 4.195 3.608 -2.513
H 5.855 1.943 -3.202
H 5.708 -0.410 -2.454
H 3.833 -1.105 -0.968
H -1.566 1.940 4.666
H -1.998 0.204 6.402
H -1.387 -2.164 5.911
H -0.448 -2.726 3.680
F -3.424 -1.012 -5.580
C -2.703 -1.125 -4.484
C -3.210 -1.639 -3.363
N -2.449 -1.753 -2.197
C -3.032 -2.367 -0.998
C -2.733 -1.456 0.183
O -3.113 -0.319 0.238
O -1.901 -1.987 1.091
C -1.169 -1.331 -2.164
O -0.438 -1.411 -1.143
N -0.664 -0.817 -3.302
C -1.319 -0.654 -4.551
O -0.752 -0.166 -5.481
H -4.230 -1.987 -3.311
H -2.624 -3.364 -0.846
H -4.108 -2.426 -1.140
H 0.304 -0.522 -3.283
*
```



A molecular structure, C4H11NORb. Source: the OMol25 dataset; level of theory: wB97M-V/def2-TZVPD.

The calculation puts the HOMO-LUMO gap at 9.70 eV. For the energy above the lowest of the compared OMol25 structures with the same formula, charge and spin, the calculation gives 4.051 eV. For the HOMO energy, the calculation gives -0.48094 hartree. The total energy is -312.74327 Ha. The molar mass comes out at 174.61 g mol⁻¹.

The geometry in ORCA input format:
```
! RIJCOSX wB97M-V def2-TZVPD def2/J DEFGRID3
* xyz 1 1
Rb -2.886 0.060 0.791
C 1.988 -0.098 0.657
C 0.509 0.321 0.323
C -0.359 -0.939 0.108
O -1.532 -0.427 -0.493
C -1.351 0.049 -1.847
N 0.021 1.135 1.386
H 2.390 -0.589 -0.229
H 2.111 -0.796 1.485
H 2.579 0.813 0.755
H 0.703 0.978 -0.524
H -0.699 -1.446 1.011
H 0.096 -1.674 -0.554
H -1.073 -0.841 -2.411
H -0.584 0.792 -2.066
H -2.233 0.479 -2.320
H 0.768 1.625 1.858
H -0.449 0.558 2.070
*
```